# 1
{"formula": "C28H22CsN4OS4", "method": "ωB97M-V with the def2-TZVPD basis set", "species": ["Cs", "S", "N", "C", "C", "C", "C", "C", "N", "C", "C", "N", "C", "C", "C", "C", "C", "N", "H", "H", "H", "H", "H", "H", "C", "C", "S", "C", "C", "S", "H", "H", "H", "H", "H", "H", "O", "S", "C", "C", "C", "C", "C", "C", "C", "C", "C", "C", "C", "C", "H", "H", "H", "H", "H", "H", "H", "H", "H", "H"], "positions_angstrom": [[-0.68165, -0.92795, -1.48600], [-4.57004, -4.24114, 5.74248], [-3.51855, -3.02749, 5.56735], [-3.17608, -3.00106, 4.29080], [-2.26688, -2.05999, 3.67403], [-1.68285, -1.01031, 4.38525], [-0.85114, -0.14531, 3.71671], [-0.60804, -0.37045, 2.36156], [-1.13834, -1.37280, 1.68207], [-1.97528, -2.19922, 2.31090], [-2.62048, -3.25812, 1.50935], [-2.34147, -3.30680, 0.20231], [-2.95074, -4.21530, -0.53666], [-3.86101, -5.14211, -0.03206], [-4.14836, -5.11032, 1.31177], [-3.52445, -4.14979, 2.10537], [-3.78946, -4.02773, 3.52284], [-4.59733, -4.80087, 4.22731], [-1.90934, -0.89246, 5.43670], [-0.39407, 0.69908, 4.21367], [0.03100, 0.30460, 1.80046], [-2.71003, -4.20986, -1.59471], [-4.32679, -5.86000, -0.69298], [-4.84885, -5.79845, 1.76629], [-1.53145, 3.29844, -5.11014], [-1.37323, 2.44782, -3.86359], [-0.39123, 0.98918, -4.10822], [-1.99695, 2.84506, -2.73091], [-2.81875, 4.11968, -2.77496], [-1.99816, 2.04202, -1.14647], [-0.97747, 2.85401, -5.93336], [-1.16185, 4.32233, -4.96312], [-2.58304, 3.38773, -5.41333], [-3.65175, 4.04461, -3.48672], [-2.22271, 4.98816, -3.08615], [-3.23442, 4.32650, -1.79136], [2.15154, -1.23006, -1.25826], [2.63119, -0.48513, -0.05738], [4.37915, -0.19033, -0.34277], [4.84528, -0.20949, -1.64837], [6.19143, 0.02434, -1.88201], [7.05319, 0.26870, -0.81929], [6.57446, 0.27532, 0.48250], [5.22822, 0.03787, 0.72632], [2.06955, 1.20032, -0.19728], [2.09999, 1.98768, 0.95012], [1.64842, 3.29366, 0.86193], [1.12301, 3.76612, -0.33345], [1.04073, 2.94008, -1.44532], [1.55655, 1.64739, -1.39445], [4.14994, -0.40693, -2.45467], [6.56828, 0.01918, -2.89673], [8.10375, 0.45089, -1.00787], [7.24945, 0.45847, 1.30890], [4.84280, 0.02984, 1.73913], [2.48909, 1.59522, 1.88440], [1.67260, 3.93108, 1.73771], [0.70846, 4.76466, -0.38072], [0.56436, 3.25927, -2.36346], [1.45979, 1.03017, -2.28556]], "forces_ev_per_a": [[-0.609, -0.179, -0.198], [0.071, -0.110, 0.089], [-0.110, 0.124, -0.026], [0.040, -0.127, 0.052], [0.092, 0.098, 0.057], [-0.009, -0.014, -0.055], [0.020, 0.034, 0.061], [-0.011, -0.028, -0.131], [0.053, 0.160, -0.001], [0.024, 0.066, 0.169], [-0.131, -0.123, -0.031], [-0.025, -0.013, -0.015], [0.059, 0.030, 0.008], [-0.064, -0.088, -0.018], [0.006, 0.006, -0.028], [0.033, -0.045, -0.108], [-0.036, 0.031, 0.052], [-0.067, 0.029, -0.035], [0.003, 0.005, 0.003], [-0.002, 0.000, -0.001], [-0.002, 0.014, 0.001], [0.011, -0.007, -0.003], [-0.004, 0.001, 0.005], [-0.002, -0.008, -0.009], [-0.030, 0.085, -0.051], [0.046, -0.138, -0.018], [-0.073, 0.108, -0.144], [-0.003, -0.059, 0.164], [-0.049, 0.091, -0.018], [-0.151, 0.006, -0.062], [0.003, -0.004, -0.006], [-0.013, -0.018, -0.006], [0.021, 0.000, 0.000], [0.016, 0.001, 0.013], [-0.010, -0.011, 0.007], [0.004, 0.003, 0.003], [0.302, -0.044, 0.090], [0.299, -0.139, 0.144], [-0.002, 0.025, -0.100], [0.032, 0.015, 0.041], [-0.015, -0.006, 0.002], [0.024, 0.005, -0.027], [-0.015, -0.004, 0.025], [0.026, 0.011, -0.003], [0.052, -0.193, 0.148], [0.059, 0.095, -0.041], [0.027, -0.016, 0.101], [-0.094, -0.023, -0.167], [0.212, 0.023, 0.020], [-0.037, 0.299, -0.091], [-0.010, -0.001, 0.002], [0.004, 0.002, 0.002], [-0.003, 0.000, 0.001], [-0.004, -0.001, 0.001], [-0.002, 0.001, 0.000], [-0.021, -0.028, -0.007], [-0.006, 0.002, -0.006], [0.007, 0.001, -0.002], [-0.024, 0.022, 0.019], [0.086, 0.029, 0.126]], "lowdin_charge": [0.81, 0.98, -0.22, -0.30, -0.09, 0.00, -0.03, -0.10, 0.09, -0.14, -0.14, 0.10, -0.12, -0.04, 0.00, -0.09, -0.31, -0.22, 0.12, 0.11, 0.10, 0.11, 0.10, 0.12, -0.19, -0.87, 0.26, -0.87, -0.19, 0.25, 0.03, 0.06, 0.06, 0.06, 0.06, 0.02, -0.67, 0.95, -0.36, -0.06, -0.07, -0.09, -0.09, -0.09, -0.42, -0.12, -0.09, -0.08, -0.10, -0.15, 0.12, 0.10, 0.10, 0.10, 0.10, 0.10, 0.10, 0.11, 0.09, 0.02], "e_lumo_ha": 0.0370, "total_charge": -1, "largest_force_ha_per_bohr": 0.01292, "e_above_lowest_ev": 0.208}

***

# 2
{"formula": "C28H22GeIrN2O8Se4", "method": "ωB97M-V with the def2-TZVPD basis set", "species": ["Ir", "Se", "Se", "Se", "Se", "O", "C", "O", "C", "C", "Ge", "C", "C", "C", "C", "C", "C", "C", "C", "C", "C", "C", "C", "C", "C", "C", "C", "C", "C", "H", "H", "H", "H", "H", "H", "H", "H", "H", "H", "H", "H", "H", "H", "H", "H", "H", "H", "H", "O", "C", "O", "C", "C", "C", "C", "C", "C", "N", "O", "O", "N", "O", "O", "H", "H", "H"], "positions_angstrom": [[0.13014, 1.25807, 0.50233], [2.17198, 0.04193, 0.62357], [3.01982, 0.13926, 2.79662], [1.27418, 0.79596, 4.19461], [-0.20311, 1.88925, 2.88781], [-2.00990, 4.08698, -1.69352], [-1.83959, 3.25857, -0.81534], [-0.66586, 2.94602, -0.35287], [-3.05035, 2.54896, -0.19954], [-3.86542, 1.78348, -1.24404], [-3.05307, 0.24280, -2.18486], [-4.06372, 0.07267, -3.86938], [-5.45130, -0.03199, -3.80084], [-6.22177, -0.17674, -4.94343], [-5.61067, -0.22166, -6.18845], [-4.23116, -0.12304, -6.27489], [-3.46903, 0.02289, -5.12398], [-3.27804, -1.48966, -1.28878], [-2.49519, -2.58276, -1.65850], [-2.64329, -3.81467, -1.03998], [-3.59459, -3.97987, -0.04540], [-4.39427, -2.90867, 0.32137], [-4.23575, -1.67599, -0.29873], [-1.20081, 0.61905, -2.67703], [-0.98489, 1.71684, -3.51142], [0.29506, 2.09648, -3.88268], [1.38900, 1.36974, -3.43731], [1.19409, 0.27827, -2.60526], [-0.09061, -0.07897, -2.20864], [-3.68351, 3.34888, 0.19813], [-2.77113, 1.90468, 0.62760], [-4.14328, 2.47441, -2.04617], [-4.80482, 1.44730, -0.79818], [-5.94944, -0.00860, -2.83731], [-7.29847, -0.25494, -4.86306], [-6.20718, -0.33456, -7.08516], [-3.74339, -0.15849, -7.24086], [-2.39071, 0.10251, -5.21241], [-1.74603, -2.47394, -2.43330], [-2.01308, -4.64542, -1.33202], [-3.71287, -4.94069, 0.44130], [-5.13140, -3.02461, 1.10570], [-4.83240, -0.83791, 0.03835], [-1.82290, 2.31045, -3.85838], [0.43426, 2.96956, -4.50606], [2.39178, 1.65829, -3.72481], [2.04519, -0.28641, -2.24078], [-0.22023, -0.92839, -1.54747], [-3.06349, -0.03785, 2.19867], [-2.11629, -0.55235, 1.63600], [-1.53452, -0.11412, 0.56162], [-1.49250, -1.81083, 2.21727], [-0.53019, -2.50515, 1.49841], [0.01233, -3.65550, 2.04634], [-0.34644, -4.14221, 3.28921], [-1.30511, -3.41637, 3.97451], [-1.89302, -2.27107, 3.46510], [-1.72103, -3.89648, 5.29929], [-1.17560, -4.89092, 5.73873], [-2.58990, -3.27489, 5.87668], [1.00808, -4.39999, 1.25795], [1.38634, -5.47309, 1.68815], [1.38230, -3.90242, 0.21615], [-0.20004, -2.15256, 0.53443], [0.08897, -5.03964, 3.69642], [-2.64757, -1.72555, 4.01282]], "forces_ev_per_a": [[-0.082, 0.228, 0.540], [-0.069, -0.059, -0.011], [0.168, -0.046, -0.014], [-0.012, -0.022, 0.095], [-0.051, 0.030, -0.228], [-0.015, 0.063, 0.012], [-0.319, -0.206, -0.076], [0.280, 0.042, 0.009], [0.015, 0.143, -0.054], [-0.047, -0.081, -0.200], [-0.004, 0.056, 0.217], [0.016, 0.019, 0.185], [-0.110, -0.013, 0.040], [-0.040, -0.002, -0.038], [-0.016, -0.005, -0.027], [-0.009, -0.001, -0.065], [0.181, 0.002, -0.067], [0.039, 0.079, -0.196], [0.033, 0.031, -0.058], [0.039, -0.048, -0.031], [-0.068, -0.074, 0.060], [-0.022, 0.008, 0.027], [-0.010, 0.048, 0.095], [-0.119, 0.153, -0.011], [-0.009, 0.006, -0.019], [0.020, -0.020, 0.009], [0.010, -0.029, 0.005], [0.098, 0.022, 0.020], [0.022, -0.225, -0.061], [0.023, -0.019, 0.010], [0.039, -0.013, 0.005], [0.026, -0.016, 0.017], [-0.010, -0.059, 0.028], [0.001, 0.010, 0.038], [-0.030, -0.005, -0.003], [-0.004, 0.000, -0.007], [0.004, -0.003, -0.027], [-0.018, -0.013, 0.009], [0.027, 0.003, -0.061], [0.023, -0.017, -0.017], [0.007, 0.008, 0.010], [-0.021, 0.001, 0.016], [-0.056, 0.019, 0.011], [-0.019, -0.005, 0.025], [0.015, 0.018, -0.016], [0.015, 0.014, -0.001], [-0.029, -0.003, -0.045], [-0.031, 0.004, -0.023], [-0.212, -0.038, 0.098], [0.470, 0.249, -0.046], [-0.054, -0.326, 0.025], [-0.086, -0.013, -0.139], [0.076, -0.047, 0.181], [-0.049, 0.041, 0.021], [-0.096, 0.155, -0.149], [0.022, 0.031, -0.096], [0.079, 0.057, -0.153], [-0.090, -0.037, 0.145], [-0.001, 0.015, -0.004], [0.043, -0.037, 0.005], [0.052, -0.002, -0.156], [0.010, 0.015, 0.066], [-0.012, -0.078, 0.054], [-0.044, 0.021, -0.023], [0.012, -0.002, 0.012], [0.001, -0.031, 0.026]], "nbo_charge": [0.96, -0.27, -0.06, 0.03, -0.05, -0.67, 0.80, -0.83, -0.52, -0.81, 1.62, -0.44, -0.14, -0.24, -0.22, -0.21, -0.22, -0.33, -0.24, -0.23, -0.22, -0.22, -0.24, -0.48, -0.19, -0.19, -0.22, -0.23, -0.18, 0.22, 0.23, 0.24, 0.22, 0.20, 0.20, 0.20, 0.20, 0.22, 0.21, 0.21, 0.21, 0.21, 0.22, 0.22, 0.21, 0.21, 0.22, 0.21, -0.64, 0.79, -0.84, -0.17, -0.14, 0.07, -0.18, -0.02, -0.07, 0.53, -0.39, -0.37, 0.52, -0.39, -0.36, 0.28, 0.27, 0.27], "e_lumo_ha": [0.0463, 0.0093], "multiplicity": 5, "total_charge": -1, "largest_force_ha_per_bohr": 0.01152}

***

# 3
{"formula": "C28H22NO5PSi", "method": "ωB97M-V with the def2-TZVPD basis set", "species": ["N", "P", "O", "Si", "H", "H", "H", "H", "H", "H", "C", "C", "C", "C", "C", "C", "C", "O", "C", "C", "C", "C", "C", "C", "C", "O", "H", "H", "H", "H", "H", "H", "H", "H", "C", "C", "C", "C", "C", "C", "C", "O", "C", "C", "C", "C", "C", "C", "C", "O", "H", "H", "H", "H", "H", "H", "H", "H"], "positions_angstrom": [[0.94475, -0.15183, -6.26442], [0.00075, 1.12931, -6.98408], [0.53476, 2.49530, -6.18000], [-2.12188, 0.65918, -6.37242], [0.41517, -0.47759, -5.45398], [0.88720, -0.93863, -6.91114], [-0.17478, 3.15288, -6.19170], [-2.98321, 0.54594, -7.56903], [-2.16421, -0.67576, -5.72423], [-2.73121, 1.70143, -5.51716], [-4.22472, 2.60404, 3.37479], [-4.57883, 1.28002, 3.13954], [-4.06426, 0.60743, 2.04292], [-3.20250, 1.26116, 1.17171], [-2.86535, 2.59914, 1.39528], [-3.37014, 3.26305, 2.50404], [-1.98002, 3.32803, 0.44366], [-1.68206, 4.48734, 0.63781], [-1.47601, 2.60093, -0.75435], [-0.69481, 3.27387, -1.68391], [-0.20958, 2.60309, -2.79592], [-0.49644, 1.25486, -2.97735], [-1.27947, 0.57916, -2.05684], [-1.77895, 1.25095, -0.94848], [-2.64434, 0.52583, 0.01159], [-2.93460, -0.64692, -0.17067], [-4.62086, 3.12474, 4.23711], [-5.25565, 0.77207, 3.81428], [-4.33541, -0.42423, 1.86257], [-3.09951, 4.29468, 2.68540], [-0.46815, 4.32211, -1.54177], [0.39569, 3.12790, -3.52379], [-0.10968, 0.73313, -3.84179], [-1.50577, -0.46925, -2.20153], [5.83001, -3.79332, 3.69695], [5.21919, -4.89525, 3.10641], [3.99734, -4.75412, 2.47010], [3.37425, -3.51281, 2.43092], [3.97612, -2.41242, 3.04384], [5.21012, -2.55538, 3.66648], [3.30125, -1.08434, 3.05437], [3.82753, -0.12708, 3.58416], [1.96679, -0.96125, 2.40939], [1.29530, 0.25394, 2.45700], [0.05774, 0.38612, 1.84902], [-0.52036, -0.69243, 1.17781], [0.14921, -1.90702, 1.13622], [1.38518, -2.04974, 1.75610], [2.06873, -3.37155, 1.72762], [1.57274, -4.31661, 1.14915], [6.78941, -3.90373, 4.18619], [5.69967, -5.86470, 3.14188], [3.52492, -5.60985, 2.00647], [5.68272, -1.69986, 4.13025], [1.73876, 1.09563, 2.97283], [-0.45957, 1.33619, 1.89682], [-1.51792, -0.60424, 0.67235], [-0.29503, -2.74957, 0.62157]], "forces_ev_per_a": [[-1.469, 0.367, 0.422], [1.014, -0.116, -1.547], [-0.493, -0.526, 0.397], [-0.498, 0.028, 0.451], [0.599, -0.172, 0.159], [0.412, 0.236, -0.126], [0.180, 0.026, 0.061], [0.195, 0.063, -0.122], [0.056, 0.047, 0.155], [-0.013, 0.016, 0.138], [0.014, -0.061, -0.048], [0.041, 0.061, -0.013], [-0.101, -0.073, 0.145], [0.078, 0.204, 0.017], [-0.022, -0.123, -0.070], [-0.104, 0.061, 0.166], [0.071, 0.310, 0.048], [-0.001, -0.021, 0.001], [-0.067, -0.126, -0.009], [0.099, 0.037, -0.149], [-0.004, 0.001, 0.013], [-0.076, 0.065, 0.087], [0.069, -0.081, -0.174], [0.037, 0.179, 0.071], [-1.664, 0.346, -0.975], [-1.049, 0.398, -0.655], [0.009, -0.004, -0.013], [0.019, 0.001, -0.005], [0.099, 0.012, -0.093], [0.058, -0.014, -0.123], [-0.057, -0.026, 0.125], [0.020, -0.052, 0.004], [0.064, 0.049, 0.020], [-0.074, 0.020, 0.115], [-0.049, -0.028, -0.029], [0.000, 0.070, 0.008], [0.120, -0.151, 0.026], [0.028, 0.119, 0.067], [-0.077, -0.087, -0.067], [0.156, -0.066, 0.078], [0.139, 0.285, 0.140], [-0.003, -0.030, -0.005], [-0.035, -0.135, -0.032], [-0.130, 0.200, -0.012], [0.063, -0.227, -0.066], [-0.325, -0.044, -0.068], [-0.124, 0.106, -0.026], [0.073, 0.048, 0.042], [-0.157, -0.254, -0.162], [0.021, 0.013, 0.017], [-0.014, 0.004, -0.006], [-0.004, 0.015, -0.009], [-0.091, 0.101, -0.047], [-0.124, 0.061, -0.034], [0.112, -0.091, 0.005], [0.029, 0.009, 0.038], [2.855, -0.998, 1.612], [0.097, -0.057, 0.055]], "nbo_charge": [-1.09, 0.82, -0.97, 0.44, 0.36, 0.39, 0.49, -0.13, -0.15, -0.14, -0.18, -0.19, -0.17, -0.07, -0.14, -0.16, 0.53, -0.52, -0.05, -0.17, -0.18, -0.19, -0.15, -0.16, 0.55, -0.56, 0.22, 0.22, 0.24, 0.24, 0.24, 0.23, 0.21, 0.24, -0.20, -0.19, -0.15, -0.15, -0.05, -0.18, 0.54, -0.53, -0.15, -0.16, -0.20, -0.21, -0.18, -0.06, 0.54, -0.53, 0.22, 0.22, 0.24, 0.24, 0.24, 0.21, 0.25, 0.24], "e_lumo_ha": -0.0525, "smiles": "O=C1c2ccccc2C(=O)c2ccccc21.O=C1c2ccccc2C(=O)c2ccccc21.NP(O)[SiH3]", "largest_force_ha_per_bohr": 0.06664, "e_above_lowest_ev": 0.448}